Entry 1:
C25H38N4O4S | the ωB97M-V functional and the def2-TZVPD basis

```
72
Properties=species:S:1:pos:R:3:forces:R:3:mulliken_charge:R:1
C 0.4043 -1.6008 -4.2431 0.3 -0.1 0.0 -0.985
C 1.8445 -2.1027 -4.4183 -0.2 0.0 -0.1 -0.638
N 2.7836 -1.8055 -3.3597 0.1 0.1 -0.1 0.262
C 2.6166 -2.5522 -2.1266 0.0 0.0 0.1 -1.239
C 1.7191 -1.9499 -1.0348 0.2 -0.1 -0.3 -0.272
C 3.0883 -0.3967 -3.2057 0.2 -0.1 0.1 -0.612
C 4.4986 -0.1745 -2.6517 -0.3 0.3 -0.1 -0.775
C 4.7764 1.3142 -2.4313 0.2 -0.1 -0.2 -1.004
N 3.8762 1.8428 -1.4354 0.1 -0.2 0.3 -0.163
C 2.8766 2.6871 -1.7350 0.0 0.1 0.3 0.219
O 2.7891 3.3143 -2.7796 -0.1 0.1 -0.3 -0.762
C 1.8279 2.8183 -0.6707 0.0 -0.1 0.0 -0.605
C 0.9002 3.7969 -0.8557 0.4 -0.2 -0.1 0.051
N -0.1730 4.0067 -0.0714 0.2 0.0 -0.1 0.161
C -1.0715 5.1005 -0.3616 -0.3 0.3 0.0 -1.185
C -0.4149 3.1579 0.9851 0.1 -0.5 0.5 0.327
C -1.5626 3.2790 1.7849 0.0 0.0 -0.1 -0.871
C -1.7918 2.3912 2.8115 -0.1 0.1 0.0 -0.679
C -0.8730 1.3864 3.0871 -0.1 -0.4 0.5 -0.479
S -1.2326 0.1836 4.3748 0.0 -0.2 -0.1 1.331
O -0.0668 0.0159 5.1877 0.2 0.0 -0.3 -0.766
O -2.4617 0.5812 4.9974 -0.1 0.1 -0.3 -0.728
N -1.5040 -1.2403 3.5750 0.2 0.9 0.8 0.183
C -0.3468 -1.9942 3.1647 0.4 -0.1 -0.1 -1.201
C -2.7332 -1.3242 2.8137 -0.5 -0.1 -0.3 -0.192
C -3.4196 -2.6788 3.0111 -0.1 0.3 0.2 -1.038
C -4.7869 -2.6695 2.3335 0.2 -0.2 -0.2 -0.677
C -4.6449 -2.3624 0.8455 -0.2 0.2 0.1 -0.680
C -3.9308 -1.0297 0.6392 0.2 -0.3 -0.2 -0.882
C -2.5625 -1.0464 1.3163 -0.2 0.2 0.2 -0.007
C 0.2694 1.2662 2.3386 0.1 0.1 -0.1 0.025
C 0.5070 2.1302 1.2663 -0.2 0.0 0.2 -0.117
C 1.7087 1.9091 0.4482 -0.1 0.2 -0.1 1.567
O 2.4969 1.0002 0.7114 0.0 0.0 0.2 -0.918
H -0.0959 -2.1231 -3.4315 -0.1 0.0 0.1 0.211
H -0.1563 -1.7788 -5.1579 -0.1 0.0 -0.1 0.424
H 0.3946 -0.5332 -4.0358 -0.1 0.1 0.0 0.248
H 1.8291 -3.1892 -4.5484 0.0 0.0 -0.1 0.400
H 2.2542 -1.6689 -5.3364 0.0 -0.1 0.0 0.387
H 2.2263 -3.5351 -2.4022 0.1 0.0 0.0 0.493
H 3.6124 -2.7108 -1.6967 -0.1 -0.1 0.1 0.349
H 0.7410 -1.6804 -1.4253 -0.1 0.0 0.0 0.104
H 2.1701 -1.0667 -0.5899 0.0 0.1 0.1 0.040
H 1.5842 -2.6884 -0.2472 0.0 -0.1 0.1 0.458
H 2.3622 0.1197 -2.5592 0.0 0.0 -0.1 0.208
H 3.0309 0.0680 -4.1933 0.0 0.0 0.0 0.490
H 4.6067 -0.6921 -1.6976 0.1 -0.1 0.1 0.312
H 5.2287 -0.5880 -3.3472 0.0 -0.1 0.0 0.282
H 5.8090 1.4567 -2.0962 -0.1 0.0 -0.1 0.374
H 4.6173 1.8841 -3.3498 0.1 0.0 0.1 0.460
H 3.7823 1.3111 -0.5722 -0.2 0.2 -0.1 0.290
H 1.0266 4.4519 -1.7081 -0.1 0.0 0.0 0.411
H -0.6833 5.6667 -1.2050 0.0 -0.1 0.1 0.318
H -1.1523 5.7668 0.4989 0.0 0.0 0.0 0.377
H -2.0645 4.7273 -0.6198 0.0 0.0 0.0 0.374
H -2.2817 4.0587 1.5970 -0.1 0.1 0.0 0.443
H -2.6759 2.4571 3.4255 -0.1 0.1 0.0 0.582
H 0.4307 -1.7954 3.8983 0.1 -0.2 -0.1 0.444
H -0.5779 -3.0592 3.1758 0.0 0.0 0.0 0.279
H 0.0115 -1.7125 2.1688 0.0 -0.1 0.0 0.448
H -3.3726 -0.5506 3.2504 -0.2 -0.2 -0.2 0.532
H -3.5231 -2.8730 4.0789 0.1 0.0 0.0 0.253
H -2.8052 -3.4694 2.5761 0.1 -0.1 0.0 0.352
H -5.2716 -3.6382 2.4678 -0.1 0.0 0.1 0.374
H -5.4163 -1.9110 2.8029 -0.1 0.0 0.1 0.345
H -5.6301 -2.3313 0.3763 0.0 -0.1 -0.1 0.363
H -4.0709 -3.1576 0.3644 0.0 -0.1 -0.1 0.305
H -4.5341 -0.2246 1.0646 -0.1 0.1 0.0 0.354
H -3.8119 -0.8326 -0.4285 0.0 0.1 0.0 0.359
H -1.9505 -1.8307 0.8662 0.1 0.0 -0.1 0.343
H -2.0552 -0.0901 1.1669 0.1 -0.1 0.0 -0.154
H 1.0051 0.5089 2.5581 0.1 -0.1 -0.1 0.717
```
Forces are in eV/Å.

Calculated values
Structure (SMILES)   CCN(CC)CCCNC(=O)c1cn(C)c2ccc(S(=O)(=O)N(C)C3CCCCC3)cc2c1=O
E_LUMO   -0.259 eV
HOMO-LUMO gap   0.282 Ha
Total charge   0

Entry 2:
C25H39F6N7O32 | the ωB97M-V functional and the def2-TZVPD basis

```
109
Properties=species:S:1:pos:R:3:forces:R:3:mulliken_charge:R:1
C -1.7402 -3.5502 2.5167 1.3 -0.2 -0.6 -0.391
C -0.2489 -3.9884 2.5178 -1.7 -0.2 1.4 0.062
O 0.2342 -3.1017 3.5070 2.8 -2.8 -0.4 -0.286
C -0.3978 -1.9963 3.4875 -1.6 4.0 0.4 0.667
O -0.0145 -0.9612 3.9841 -0.8 -1.5 -0.7 -0.496
O -1.6025 -2.1675 2.8369 0.2 0.6 0.0 -0.250
F 0.3536 -3.7676 1.3178 -0.1 -0.2 0.6 -0.162
H -2.3323 -4.0271 3.2978 0.1 -0.2 -0.2 0.457
H -2.1166 -3.7353 1.5107 -0.4 0.4 0.1 0.122
H -0.1130 -4.9825 2.9437 0.5 -0.1 -0.7 0.315
C 3.2729 -3.9029 -1.2747 1.1 -0.1 -0.1 -0.378
C 3.7971 -2.9788 -2.3596 -0.1 -0.5 0.1 0.241
O 5.1270 -2.7287 -1.9038 -0.7 0.3 -3.4 -0.325
C 5.2304 -2.9391 -0.6263 0.4 1.3 3.1 0.622
O 6.1878 -2.6359 0.0382 -1.6 -1.3 -0.7 -0.520
O 3.9929 -3.3619 -0.1765 0.7 -0.6 1.3 -0.199
F 3.0384 -1.8434 -2.3409 0.3 0.3 -0.2 -0.177
H 3.6597 -4.9082 -1.4416 -0.3 -0.2 -0.2 0.337
H 2.2009 -3.9382 -1.0805 0.2 0.4 -0.1 0.114
H 3.8347 -3.3640 -3.3786 0.1 0.1 0.1 0.296
C 0.5441 3.1437 -2.7645 0.6 0.0 -0.9 -0.023
C 1.9629 2.7305 -2.5134 0.1 2.4 0.7 0.228
O 2.4588 2.3379 -3.7438 1.1 0.1 0.3 -0.357
C 1.4428 1.7663 -4.3919 -1.9 -0.5 -0.7 0.496
O 1.5171 1.0458 -5.3405 -0.1 0.8 1.0 -0.509
O 0.2663 2.1573 -3.7542 -0.3 -0.9 -1.2 -0.292
F 1.8827 1.6808 -1.7023 0.5 -2.1 1.4 -0.182
H 0.4894 4.1204 -3.2453 -0.2 0.2 0.2 0.371
H -0.0790 3.0609 -1.8740 -0.1 -0.2 -0.3 -0.109
H 2.5994 3.4695 -2.0268 0.2 0.1 -0.4 0.301
C -2.3275 0.9057 4.1641 1.2 -0.2 -0.7 -0.002
C -3.2961 0.4314 3.1384 1.1 0.0 -1.0 0.777
O -3.9967 1.6460 2.8036 0.0 -2.9 -1.8 -0.319
C -3.9361 2.4537 3.8120 -2.6 4.8 2.7 0.540
O -4.6903 3.4547 3.9475 3.6 -4.0 -0.2 -0.596
O -2.9741 2.0115 4.6968 -1.2 1.8 0.8 -0.387
F -4.1155 -0.5222 3.6067 -1.2 -0.3 0.4 -0.339
H -1.4212 1.2064 3.6385 0.1 0.3 -0.2 -0.094
H -1.9363 0.1678 4.8645 -0.9 0.1 0.4 0.369
H -2.7888 -0.0219 2.2868 -0.3 0.6 -0.4 0.015
C 3.4391 -2.1021 3.3216 -0.3 0.7 0.2 0.407
C 3.1970 -2.8615 4.6308 0.7 1.3 -0.6 0.590
O 4.2639 -2.3295 5.4254 -2.8 -1.7 1.8 -0.357
C 5.2223 -1.8713 4.6761 5.5 0.7 0.6 0.621
O 6.3705 -1.6516 5.1095 -3.7 -0.3 -1.6 -0.643
O 4.8243 -1.7688 3.4208 0.5 -0.2 -1.1 -0.291
F 3.4027 -4.1832 4.3777 0.2 -0.5 0.3 -0.340
H 2.9801 -1.1174 3.2341 -0.8 -0.3 0.2 -0.376
H 3.2016 -2.7144 2.4517 0.4 0.1 0.0 0.016
H 2.2299 -2.7745 5.1260 0.3 0.3 0.1 0.284
C 0.9941 6.8415 0.8940 0.8 -0.1 0.0 -0.455
C 1.4099 6.0411 -0.3141 0.4 2.0 -0.4 0.263
O 0.5384 4.9837 -0.3222 -0.6 -1.9 0.0 -0.017
C -0.5296 5.2750 0.4671 -5.3 -3.6 0.6 0.482
O -1.5733 4.5637 0.6531 5.4 3.0 -1.3 -0.503
O -0.3771 6.4678 0.9777 0.0 1.5 1.3 -0.308
F 2.7049 5.6584 -0.2249 0.1 -0.5 0.0 -0.305
H 1.1967 7.9093 0.8109 -0.7 -0.1 -0.2 0.298
H 1.5759 6.4915 1.7467 -0.3 -0.2 0.3 0.268
H 1.2672 6.6180 -1.2279 0.3 -0.1 -0.3 0.286
C -3.7867 -5.1778 -1.4533 0.1 -0.8 -0.7 -0.782
N -2.9777 -4.1143 -2.0479 2.7 1.0 1.0 0.822
O -1.7749 -4.0308 -1.7016 -1.8 -0.4 -0.4 -0.509
O -3.5050 -3.3168 -2.7687 -0.5 0.3 -0.6 -0.403
H -3.1374 -6.0534 -1.4543 -0.2 0.0 0.4 0.301
H -4.6032 -5.3467 -2.1554 -0.2 0.1 0.5 0.322
H -4.0795 -4.8448 -0.4576 -0.1 -0.2 -0.2 0.278
C -0.1800 -0.8767 -0.4797 -0.8 -0.7 -1.3 -0.990
N -0.1035 0.3449 0.3487 -0.1 -0.1 0.7 1.097
O -0.9469 1.2020 0.1050 0.6 -0.3 0.1 -0.447
O 0.7190 0.4078 1.2438 -0.5 0.0 -0.4 -0.155
H 0.7210 -1.4681 -0.6428 0.4 0.9 0.3 -0.171
H -0.6406 -0.5292 -1.4045 0.4 -0.1 -0.1 0.558
H -0.9015 -1.5984 -0.0970 -0.1 0.4 0.7 0.205
C -1.5152 -1.6096 -4.9208 0.0 -0.4 -0.5 -0.378
N -1.3995 -0.3706 -5.7823 0.9 -0.1 1.3 0.962
O -0.6410 -0.4664 -6.7091 -0.2 0.1 -0.8 -0.518
O -1.9269 0.6587 -5.3901 -0.3 -0.6 -0.3 -0.523
H -1.0721 -2.4350 -5.4780 -0.3 0.2 -0.2 0.368
H -2.5682 -1.7976 -4.7113 0.4 0.2 0.3 -0.079
H -0.8778 -1.5131 -4.0418 -0.4 0.5 0.1 0.166
C -5.0213 -1.2525 -4.9523 0.2 -0.6 0.0 -0.739
N -6.4010 -1.2936 -5.4808 -0.9 0.7 -0.1 0.866
O -7.3576 -1.3013 -4.7317 0.4 -0.1 0.0 -0.537
O -6.4651 -1.3355 -6.6948 -0.1 0.0 0.2 -0.526
H -4.9246 -1.2825 -3.8670 -0.6 0.1 -0.2 0.316
H -4.5110 -0.3820 -5.3645 0.0 -0.2 -0.2 0.323
H -4.7090 -2.2026 -5.3858 0.9 0.2 0.2 0.306
C -4.3010 2.1314 -0.8149 1.0 -0.7 0.5 -0.414
N -5.2593 3.1958 -0.6434 -2.4 2.6 -0.8 0.962
O -5.1180 4.2361 -1.3046 0.6 -1.4 0.7 -0.564
O -6.2467 3.0184 0.0570 0.9 -0.4 -0.1 -0.535
H -4.3960 1.7369 -1.8266 -0.1 0.1 0.1 0.379
H -4.5179 1.3947 -0.0414 0.1 0.0 -0.3 0.161
H -3.3073 2.5562 -0.6728 0.0 0.0 -0.1 0.003
C 4.2347 1.6779 0.4057 -0.7 1.7 0.5 -0.546
N 4.2702 0.2776 0.1188 -2.1 -0.6 -1.3 0.916
O 5.2982 -0.0280 -0.4080 0.7 -1.8 -0.3 -0.559
O 3.2528 -0.4193 0.3109 2.0 0.7 0.0 -0.126
H 4.7316 1.7003 1.3756 -0.3 0.8 0.1 0.362
H 3.2160 2.0608 0.3441 0.0 -0.3 0.8 -0.275
H 4.7596 2.2242 -0.3780 0.5 -0.4 0.3 0.312
C 2.0102 2.4569 3.3184 -1.2 0.5 0.7 -0.188
N 3.2409 2.2063 4.1393 1.3 -0.5 -1.2 0.954
O 3.9855 1.3161 3.6930 -0.9 1.0 0.8 -0.530
O 3.4538 2.8560 5.1431 -0.5 -0.5 -0.7 -0.572
H 1.5613 3.4085 3.6033 0.2 -0.1 0.4 0.390
H 1.3327 1.6557 3.6134 0.0 0.0 -0.2 0.108
H 2.0811 2.4809 2.2310 0.9 -0.5 0.3 -0.229
```
Forces are in eV/Å.

Calculated values
E_LUMO   -1.519 eV
HOMO-LUMO gap   0.325 Ha
Total charge   0

Entry 3:
C25H40BrIrNOP2 | the ωB97M-V functional and the def2-TZVPD basis

```
71
Properties=species:S:1:pos:R:3:forces:R:3:lowdin_spin:R:1
C -0.0980 6.7236 -4.8159 -0.3 -1.1 -0.6 0.133
C -0.1698 5.3123 -5.0386 -0.2 1.5 -1.3 0.055
C -0.6673 4.8892 -6.3179 0.3 0.5 0.7 0.122
C -1.0226 5.8439 -7.2772 -0.9 0.0 -1.4 0.066
N -0.9462 7.1548 -7.0268 1.4 -2.7 3.2 0.787
C -0.5055 7.5960 -5.8518 -0.2 1.8 0.3 0.070
C 0.2506 4.3493 -4.0834 -0.5 -1.4 -0.6 0.591
C 0.1142 3.0686 -3.8091 -2.1 2.1 -1.0 0.042
C -0.9485 2.1129 -3.3993 0.0 0.3 -1.3 0.092
C -0.4361 0.7409 -3.4159 -2.8 -0.5 0.6 0.068
C -1.1338 -0.1813 -2.4610 1.1 0.0 0.8 0.085
C -2.1849 0.2013 -1.6068 2.1 0.4 -1.6 0.019
C -2.7702 1.4909 -1.8516 -0.4 1.0 -0.5 0.060
C -2.1715 2.4276 -2.7554 -1.6 -0.7 1.5 0.031
Ir 1.1283 1.7672 -2.7990 2.0 0.1 3.1 1.357
P 2.4624 0.1186 -2.0170 4.0 -4.3 1.3 0.091
H -0.7916 3.8209 -6.5311 0.1 0.6 -0.2 0.007
H 0.2312 7.0955 -3.8390 -0.1 0.3 -0.6 0.009
H -1.4375 5.5494 -8.2447 0.2 0.0 0.1 0.014
H -0.5250 8.6815 -5.6598 0.1 -0.4 -0.2 0.017
H -2.6948 3.3764 -3.0408 0.6 -0.8 0.8 0.003
H 0.1387 0.4406 -4.3026 -0.6 -0.7 -0.2 0.028
H -3.7183 1.6844 -1.2647 1.1 0.3 -1.0 0.002
H -0.5906 -1.1272 -2.2528 -0.8 0.7 -0.4 0.003
C 1.9107 -1.0504 -0.5427 -0.6 0.5 -0.2 0.060
C 2.4858 -2.4937 -0.5001 0.1 0.2 -0.4 0.016
H 0.8167 -1.0610 -0.6269 0.1 -0.2 0.4 0.000
H 2.1777 -0.5029 0.3779 -0.1 0.0 -0.5 0.002
H 2.2948 -2.9194 0.5044 0.0 0.3 -0.5 0.006
H 1.9883 -3.1363 -1.2423 0.2 0.2 0.2 0.000
H 3.5762 -2.5363 -0.6719 -0.7 0.0 0.1 0.001
C 3.0385 -1.0942 -3.3259 -0.9 0.0 0.2 0.012
C 3.7968 -0.3400 -4.4060 0.3 -0.1 -0.3 0.003
H 2.1164 -1.5583 -3.7211 0.2 0.2 0.0 0.000
H 3.6141 -1.9529 -2.9293 -0.3 0.7 0.2 0.001
H 3.8686 -0.9405 -5.3224 0.0 0.2 0.2 0.000
H 3.2958 0.6061 -4.6410 0.1 0.0 -0.2 0.002
H 4.8208 -0.1088 -4.0879 -0.2 0.0 -0.1 0.000
C 4.0270 0.7145 -1.2603 0.5 0.7 -0.1 0.011
C 5.0824 -0.3803 -0.9852 0.2 -0.4 -0.1 0.005
H 3.7730 1.1852 -0.2938 0.0 0.1 -0.5 0.000
H 4.4399 1.4987 -1.9232 -0.1 -0.2 0.3 0.001
H 6.0560 0.0685 -0.6907 -0.8 -0.1 -0.2 0.001
H 4.7541 -1.0362 -0.1582 0.3 0.4 -0.4 0.000
H 5.2775 -1.0196 -1.8705 0.0 0.4 0.5 0.000
Br -2.6814 -0.8993 -0.1647 0.0 0.5 -0.3 0.012
P -2.1507 -3.1170 -4.2494 -1.5 0.7 2.2 0.602
C -0.4771 -3.3211 -3.6351 0.8 -0.2 -1.1 0.105
C 0.0007 -4.7793 -3.5820 0.0 -0.2 0.0 0.015
H -0.3607 -2.9362 -2.6270 -0.3 0.4 0.1 0.019
H 0.1109 -2.7258 -4.3625 0.1 -0.3 0.5 0.000
H 1.0821 -4.7781 -3.4487 0.0 -0.1 0.1 0.000
H -0.4535 -5.2918 -2.7265 0.1 0.0 -0.2 0.000
H -0.2209 -5.3317 -4.4933 0.0 0.0 0.0 0.003
C -3.3019 -3.1227 -2.8096 0.2 -0.9 0.0 0.081
C -4.6965 -3.7060 -3.1219 0.0 -0.1 0.1 0.011
H -3.3412 -2.0651 -2.4922 0.0 -0.4 -0.3 0.017
H -2.7775 -3.6758 -2.0098 -0.4 0.0 -0.3 0.001
H -5.2537 -3.8382 -2.1828 0.1 0.1 -0.4 0.000
H -5.2663 -3.0465 -3.7945 0.1 -0.2 0.3 0.000
H -4.6007 -4.6930 -3.5997 -0.1 0.3 0.2 0.002
C -2.5622 -1.5335 -5.0121 0.2 0.0 -1.0 0.084
C -3.0762 -1.9043 -6.4230 -0.1 0.1 -0.3 0.031
H -1.6330 -0.9584 -5.0454 -0.1 0.1 -0.3 0.007
H -3.3029 -0.9674 -4.4185 0.3 -0.5 -0.2 0.007
H -3.4306 -1.0377 -6.9873 0.1 -0.1 0.2 0.002
H -2.2763 -2.3905 -6.9953 -0.2 0.1 0.0 0.003
H -3.9128 -2.6143 -6.3675 0.2 0.2 0.0 0.004
O 1.4188 2.5348 -0.6715 -1.2 -2.2 -0.6 0.116
H 1.0332 3.4022 -0.7188 -0.5 1.1 0.6 0.001
H 0.6649 1.8597 -0.5184 1.4 1.8 0.7 0.001
```
Forces are in eV/Å.

Calculated values
⟨S²⟩   8.852
E_LUMO (spin up / spin down)   -13.520 / -15.124 eV
HOMO-LUMO gap (spin up / spin down)   0.230 / 0.187 Ha
Total charge   +4
2S+1   6

- What is the formula in the first record?
  C25H38N4O4S